Record 1
Entry from the OMol25 dataset: a cluster of 9 separate species, C54H102BF4N14O2 in total at a distorted geometry (ωB97M-V/def2-TZVPD).

```
! RIJCOSX wB97M-V def2-TZVPD def2/J DEFGRID3
* xyz 7 1
C 3.6902 8.3012 -4.1761
C 4.4492 7.0661 -3.8610
C 3.5851 6.0865 -2.9291
C 2.4558 5.2540 -3.5628
C 3.1715 4.5497 -4.7261
C 3.9311 5.3605 -5.8386
N 4.8361 6.3192 -5.1131
O 5.7847 6.8502 -5.9385
C 3.0243 6.1070 -6.7699
C 4.8550 4.2431 -6.5671
C 5.7501 7.4623 -3.0239
H 3.4732 8.9461 -3.3245
H 2.6842 8.1934 -4.5816
H 4.1536 8.9244 -4.9410
H 3.2176 6.6734 -2.0874
H 4.2192 5.2941 -2.5314
H 1.7160 5.7884 -4.1588
H 1.9453 4.6064 -2.8499
H 2.5415 3.7541 -5.1236
H 3.9097 4.0266 -4.1181
H 2.2902 5.5152 -7.3167
H 3.4871 6.7953 -7.4770
H 2.5051 6.7412 -6.0513
H 5.6038 4.7361 -7.1871
H 4.1730 3.6244 -7.1503
H 5.3141 3.6452 -5.7797
H 6.1762 8.3273 -3.5321
H 6.6051 6.8113 -3.2062
H 5.7528 7.6111 -1.9441
C -4.8796 -1.7668 7.4424
C -5.4906 -0.6639 6.4698
C -5.6637 0.6224 7.3352
C -4.5042 1.6088 7.2802
C -4.1072 2.0587 5.8204
C -3.6391 0.8614 5.0151
N -4.4898 -0.4250 5.3206
O -4.3479 -1.4654 4.3882
C -2.2084 0.4860 5.4990
C -3.6301 1.2394 3.5890
C -6.8960 -1.0718 5.9059
H -3.7947 -1.6691 7.4815
H -5.2184 -2.7419 7.0923
H -5.2835 -1.7881 8.4546
H -6.0966 0.3988 8.3102
H -6.5090 1.1579 6.9030
H -3.5498 1.2663 7.6799
H -4.7664 2.3927 7.9907
H -3.4448 2.9244 5.8154
H -5.0146 2.5584 5.4812
H -1.7361 -0.1680 4.7659
H -2.2394 -0.1629 6.3742
H -1.5703 1.2893 5.8673
H -3.2497 0.4106 2.9920
H -2.9019 2.0277 3.3981
H -4.6353 1.4810 3.2437
H -6.7361 -1.9996 5.3567
H -7.1724 -0.2622 5.2304
H -7.7846 -1.2619 6.5079
C -2.9216 4.5046 -3.9362
C -3.7704 3.5040 -4.6843
N -3.0360 2.4053 -5.4379
C -2.2398 1.3081 -4.9535
C -1.7470 0.5072 -5.9722
N -2.3322 1.0773 -7.1393
C -3.1660 2.1085 -6.8075
C -2.2259 0.6634 -8.5729
H -2.2497 4.0398 -3.2147
H -3.4847 5.2905 -3.4329
H -2.3724 5.0354 -4.7139
H -4.2727 4.0733 -5.4664
H -4.5788 3.1252 -4.0590
H -1.9172 1.4320 -3.9303
H -0.9717 -0.2294 -6.1229
H -3.8339 2.6874 -7.4280
H -2.9137 -0.1200 -8.8913
H -1.2334 0.2501 -8.7522
H -2.0335 1.5274 -9.2089
C -7.6421 -7.8375 2.2545
C -7.6101 -6.5808 3.1574
N -6.1733 -6.3402 3.5578
C -5.6768 -6.4878 4.8548
C -4.2948 -6.2300 4.7988
N -3.8906 -5.9400 3.5330
C -5.0226 -6.0600 2.7978
C -2.5876 -5.4859 3.0736
H -8.5179 -8.4845 2.3045
H -7.0363 -8.6561 2.6428
H -7.3927 -7.6441 1.2112
H -8.2270 -6.6250 4.0548
H -7.8270 -5.6255 2.6793
H -6.4309 -6.6795 5.6037
H -3.5521 -6.2163 5.5827
H -5.1116 -5.9676 1.7255
H -2.2833 -5.8754 2.1021
H -1.8167 -6.0052 3.6429
H -2.5474 -4.4041 3.2004
C 2.5746 7.9489 6.5814
C 2.8825 6.4891 6.9721
N 2.4797 5.6467 5.8667
C 1.2280 5.6049 5.2560
C 1.2310 4.7268 4.1781
N 2.5947 4.4660 3.9493
C 3.3629 5.0614 4.9128
C 3.0051 3.7791 2.7613
H 2.7877 8.2334 5.5510
H 3.0906 8.5895 7.2966
H 1.5000 8.0592 6.7269
H 2.4033 6.4121 7.9480
H 3.9461 6.4644 7.2093
H 0.4502 6.1440 5.7763
H 0.4709 4.5492 3.4317
H 4.4300 5.1273 5.0660
H 3.9980 4.1475 2.5033
H 2.3838 4.0706 1.9145
H 3.0130 2.6941 2.8647
C -5.9376 -2.2922 -5.2583
C -5.6342 -3.8104 -4.9921
N -4.2615 -3.9830 -4.7900
C -3.3436 -4.1694 -5.7907
C -2.1989 -4.5070 -5.0851
N -2.3937 -4.4951 -3.7362
C -3.6586 -4.1017 -3.5776
C -1.4499 -4.7912 -2.6906
H -7.0217 -2.2396 -5.3589
H -5.4037 -2.0460 -6.1761
H -5.6299 -1.5004 -4.5753
H -5.7615 -4.4895 -5.8352
H -6.2721 -4.0921 -4.1544
H -3.6318 -4.0183 -6.8206
H -1.2296 -4.8511 -5.4146
H -4.1948 -3.9452 -2.6533
H -0.4505 -4.4346 -2.9401
H -1.3000 -5.8704 -2.6593
H -1.7001 -4.4644 -1.6814
C 7.1076 -2.1941 2.0378
C 6.0100 -1.2977 2.4866
N 5.1094 -1.8206 3.5017
C 4.3588 -2.9354 3.2418
C 3.8188 -3.4171 4.4962
N 4.3047 -2.6127 5.4647
C 5.0069 -1.5455 4.8312
C 4.0572 -2.7569 6.8761
H 7.6379 -1.8239 1.1604
H 6.8540 -3.2472 1.9161
H 7.9152 -2.2343 2.7687
H 5.3290 -1.1972 1.6415
H 6.3324 -0.2857 2.7313
H 4.2122 -3.3127 2.2405
H 3.2400 -4.2860 4.7726
H 5.6986 -0.8148 5.2238
H 4.6903 -3.5441 7.2858
H 3.0312 -2.9544 7.1865
H 4.3343 -1.8505 7.4143
C 4.9459 -2.0596 -4.0034
C 4.4641 -3.2272 -3.1953
N 4.5818 -4.6005 -3.8107
C 3.7560 -5.0866 -4.8321
C 4.1153 -6.4083 -5.0431
N 5.1743 -6.6940 -4.2284
C 5.4471 -5.5993 -3.5028
C 5.8640 -7.9697 -4.1782
H 5.9142 -1.9731 -4.4963
H 4.7526 -1.1478 -3.4383
H 4.3484 -1.9063 -4.9020
H 3.4227 -3.0783 -2.9101
H 5.1248 -3.2798 -2.3299
H 3.0982 -4.3568 -5.2806
H 3.7360 -7.1687 -5.7096
H 6.2121 -5.5377 -2.7430
H 5.2837 -8.7904 -4.5999
H 6.1742 -8.0684 -3.1379
H 6.7294 -7.7502 -4.8036
B 0.5135 -0.0880 0.0194
F -0.0772 1.1954 0.1792
F -0.0630 -0.8001 -0.9997
F 1.8532 0.1610 -0.3204
F 0.4218 -0.7421 1.2159
*
```

=====

Record 2
Entry from the OMol25 dataset: a cluster of 6 separate species, C54H114N6O6 in total at a distorted geometry (ωB97M-V/def2-TZVPD).

```
! RIJCOSX wB97M-V def2-TZVPD def2/J DEFGRID3
* xyz 0 1
C 2.9016 -1.4024 -3.1718
C 3.4543 -0.2054 -3.9436
C 3.7273 1.0252 -3.0555
C 4.7165 -0.6308 -4.6915
C 5.1937 0.3514 -5.7473
C 4.1074 0.7772 -6.7399
C 2.7253 1.0157 -6.1230
C 2.6073 2.5056 -5.7691
C 1.6920 0.7066 -7.2044
N 2.4834 0.0939 -5.0210
O 1.1879 0.3652 -4.4826
H 1.9358 -1.1089 -2.7643
H 2.7984 -2.2427 -3.8581
H 3.5854 -1.6538 -2.3613
H 3.9059 0.6959 -2.0315
H 4.6205 1.5639 -3.3675
H 2.8750 1.7013 -3.0765
H 5.5327 -0.8608 -3.9973
H 4.5137 -1.6080 -5.1507
H 5.5575 1.2414 -5.2189
H 6.0621 -0.0698 -6.2553
H 4.0675 0.0344 -7.5414
H 4.4677 1.6983 -7.2014
H 3.4372 2.7796 -5.1139
H 1.7051 2.7235 -5.1860
H 2.5239 3.1394 -6.6490
H 1.8871 1.3273 -8.0811
H 0.6723 0.9076 -6.8694
H 1.6990 -0.3461 -7.4959
H 0.7360 -0.4825 -4.5437
C -0.8791 0.4547 0.6182
C 0.2484 -0.1531 -0.2339
C 1.3982 0.8403 -0.2846
C 0.8117 -1.3931 0.4827
C -0.0061 -2.6608 0.3416
C -0.2953 -2.9093 -1.1389
C -0.9446 -1.7116 -1.8449
C -0.9691 -2.0382 -3.3251
C -2.3856 -1.5720 -1.3390
N -0.1070 -0.5362 -1.6031
O -0.6265 0.6033 -2.2939
H -0.4621 0.9195 1.5124
H -1.3313 1.3018 0.0867
H -1.6593 -0.2636 0.8484
H 1.1826 1.7386 -0.8656
H 1.7524 1.0866 0.7172
H 2.2573 0.3864 -0.7859
H 1.8007 -1.5368 0.0245
H 1.0394 -1.1890 1.5321
H 0.6126 -3.4951 0.6819
H -0.9085 -2.6140 0.9529
H -1.0519 -3.7008 -1.2076
H 0.6155 -3.2892 -1.6054
H -1.5693 -1.3205 -3.8857
H -1.2888 -3.0716 -3.4683
H 0.0488 -2.0724 -3.7312
H -3.0565 -2.2048 -1.9256
H -2.7684 -0.5570 -1.4490
H -2.5021 -1.8573 -0.2946
H 0.0764 0.8280 -2.9260
C 5.3454 -1.3234 -0.0532
C 5.6946 -0.7350 1.2976
C 5.8197 0.8027 1.1406
C 4.4958 -0.9576 2.2584
C 4.8075 -0.9342 3.7580
C 6.0515 -1.7457 4.0885
C 7.2443 -1.3257 3.2389
C 7.7966 0.0483 3.6389
C 8.3574 -2.3506 3.4692
N 6.8697 -1.3954 1.8275
O 7.9665 -1.1644 0.9538
H 6.1472 -1.0720 -0.7587
H 5.3639 -2.4164 -0.0523
H 4.4167 -0.9293 -0.4595
H 6.8109 1.0169 0.7299
H 5.0792 1.1444 0.4151
H 5.6864 1.3632 2.0623
H 3.7660 -0.1502 2.1648
H 4.0059 -1.9105 2.0392
H 4.9189 0.0725 4.1703
H 3.9732 -1.4031 4.2863
H 5.8053 -2.7826 3.8331
H 6.3788 -1.6942 5.1273
H 7.0516 0.8359 3.5388
H 8.6047 0.3197 2.9564
H 8.1840 0.0503 4.6580
H 9.1921 -2.1935 2.7789
H 8.0164 -3.3677 3.2644
H 8.8046 -2.2610 4.4589
H 8.2445 -2.0511 0.7051
C -2.0115 2.7551 -4.5928
C -3.4827 2.5712 -4.9013
C -4.2157 3.8384 -4.4334
C -3.6677 2.3518 -6.4065
C -5.0623 1.8429 -6.7071
C -5.2639 0.5151 -6.0042
C -5.0832 0.5728 -4.4808
C -6.3337 1.1739 -3.8206
C -4.9273 -0.8453 -3.9612
N -3.8949 1.3636 -4.1993
O -3.7014 1.5134 -2.7983
H -1.5148 3.5785 -5.1183
H -1.8591 3.0632 -3.5515
H -1.4047 1.8577 -4.7289
H -3.8877 4.0841 -3.4240
H -3.9275 4.6676 -5.0882
H -5.3035 3.8154 -4.4478
H -3.5209 3.3374 -6.8625
H -2.8820 1.7225 -6.8295
H -5.8308 2.5449 -6.3687
H -5.2100 1.7418 -7.7850
H -4.5425 -0.2087 -6.4022
H -6.2567 0.1107 -6.2216
H -6.1887 1.2437 -2.7432
H -7.2219 0.5565 -3.9944
H -6.6131 2.1492 -4.2229
H -4.7451 -0.8599 -2.8858
H -4.0215 -1.3023 -4.3786
H -5.7954 -1.4373 -4.2420
H -2.8717 1.0348 -2.6579
C -2.4729 2.8234 3.7647
C -3.7910 2.5545 3.0634
C -4.8974 3.4831 3.6259
C -3.6574 2.9263 1.5662
C -4.5230 2.1107 0.6081
C -4.5606 0.6386 0.9282
C -4.9950 0.3480 2.3546
C -6.4988 0.5771 2.5517
C -4.6881 -1.1183 2.6170
N -4.1432 1.1491 3.2206
O -4.2778 0.8021 4.5853
H -2.4631 2.4477 4.7868
H -1.6962 2.2611 3.2292
H -2.1593 3.8645 3.7002
H -4.5813 4.5266 3.6187
H -5.7952 3.4482 3.0081
H -5.1485 3.1725 4.6422
H -3.9610 3.9651 1.4115
H -2.6030 2.9232 1.2723
H -5.5315 2.5441 0.6047
H -4.1726 2.2327 -0.4205
H -3.5330 0.2766 0.8393
H -5.1580 0.1019 0.1893
H -6.8501 0.1759 3.5122
H -7.1193 0.1137 1.7853
H -6.7791 1.6305 2.6206
H -4.8884 -1.4557 3.6336
H -3.6064 -1.2691 2.5162
H -5.1287 -1.8030 1.8907
H -5.1989 0.9798 4.8284
C -0.6247 0.8475 6.7454
C -0.0728 -0.5197 6.3739
C 1.3708 -0.3791 5.8158
C -0.0658 -1.3580 7.6582
C 0.0542 -2.8755 7.4857
C -0.9176 -3.3379 6.3943
C -0.8833 -2.5709 5.0807
C 0.3602 -2.9395 4.2733
C -2.1617 -2.9249 4.3237
N -0.9828 -1.1467 5.4147
O -1.0887 -0.3776 4.2242
H -0.7685 1.4651 5.8580
H -1.5889 0.7530 7.2448
H 0.0963 1.3329 7.4041
H 2.0504 -0.9863 6.4134
H 1.4744 -0.5040 4.7422
H 1.6976 0.6614 5.9418
H 0.8430 -1.0209 8.1727
H -0.8955 -1.1596 8.3380
H 1.0961 -3.0873 7.2286
H -0.2300 -3.3934 8.3986
H -1.9082 -3.2686 6.8622
H -0.7880 -4.4116 6.2209
H 1.2712 -2.8292 4.8589
H 0.3979 -2.2740 3.4064
H 0.3530 -3.9681 3.9047
H -2.2794 -4.0101 4.2726
H -1.9808 -2.6422 3.2789
H -3.0400 -2.4002 4.6793
H -1.9783 -0.0026 4.2736
*
```

The energy above the lowest of the compared OMol25 structures with the same formula, charge and spin is 0.0 kcal/mol. Its structure (SMILES) is CC1(C)CCCC(C)(C)N1O.CC1(C)CCCC(C)(C)N1O.CC1(C)CCCC(C)(C)N1O.CC1(C)CCCC(C)(C)N1O.CC1(C)CCCC(C)(C)N1O.CC1(C)CCCC(C)(C)N1O.

=====

no.,total energy (eV),LUMO (eV)
1,-94078.550,-14.98
2,-79067.225,0.65